1.
The following is a quantum chemistry calculation of a structure of composition C18H31O15Pd2 at a distorted geometry, from OMol25.

Properties
- lowest unoccupied orbital energy (alpha / beta) (eV) = -3.7 / -5.9
- energy above the lowest of the compared OMol25 structures with the same formula, charge and spin (kcal per mole) = 45.0
- Kohn-Sham gap (alpha / beta) (eV) = 8.4 / 5.9
- total charge = +1
- F_max (eV/Å) = 5.22
- molar mass (g mol⁻¹) = 700.27
- 2S+1 = 5

```
66
Properties=species:S:1:pos:R:3:forces:R:3
Pd -2.192 -16.020 -35.352 -1.504 -0.072 1.546
Pd -5.288 -17.648 -35.109 0.026 0.959 1.153
C -8.314 -16.497 -32.373 0.512 -0.176 -1.808
C -7.741 -17.871 -32.823 0.206 0.362 0.482
O -7.283 -17.922 -34.146 0.669 0.443 0.230
H -7.619 -15.728 -32.707 0.188 0.096 0.112
H -8.480 -16.335 -31.307 -0.191 -0.582 -0.164
H -9.181 -16.383 -33.023 -0.397 0.437 0.586
H -8.586 -18.557 -32.883 -0.261 -0.426 0.203
H -7.029 -18.259 -32.095 0.241 -0.144 -0.135
C -4.230 -15.893 -31.753 0.208 -0.215 -0.034
C -3.568 -17.126 -32.398 -0.722 0.531 -0.853
O -3.560 -17.050 -33.830 0.395 0.255 -1.581
H -5.198 -15.779 -32.242 -0.160 0.076 0.034
H -3.701 -14.945 -31.841 0.309 -0.212 -0.312
H -4.407 -16.030 -30.686 -0.041 -0.281 0.019
H -4.252 -17.958 -32.232 0.172 -0.344 0.602
H -2.566 -17.393 -32.064 -0.040 0.203 0.275
C -4.654 -13.704 -35.085 0.149 2.653 1.528
C -5.192 -14.641 -36.037 -4.066 -0.890 -1.481
O -4.508 -15.770 -36.176 2.951 -3.003 -0.462
H -4.382 -14.142 -34.124 0.209 -0.149 -0.280
H -5.488 -13.035 -34.873 -0.142 0.108 0.210
H -3.917 -13.001 -35.473 0.492 -0.492 0.005
H -5.479 -14.274 -37.023 1.092 0.873 -0.576
H -6.192 -14.992 -35.782 -0.514 0.366 1.152
C -0.806 -20.240 -33.645 1.687 -0.415 1.150
C 0.081 -21.475 -33.150 -0.136 1.673 -3.831
O -0.242 -21.602 -31.846 0.068 -2.777 0.686
C -0.913 -20.590 -31.399 1.563 2.829 3.171
O -0.884 -20.331 -30.210 -1.567 -0.190 -1.346
O -1.253 -19.704 -32.358 -0.662 -0.916 -1.093
H -1.586 -20.442 -34.379 -0.189 0.085 0.489
H -0.041 -19.551 -34.004 -0.681 0.374 -0.421
H 1.105 -21.136 -33.304 0.261 -0.262 0.543
H -0.036 -22.334 -33.811 -0.390 -0.386 0.658
C -5.197 -11.633 -31.176 -0.364 -0.912 0.054
C -4.634 -10.521 -30.343 -1.949 -1.020 0.213
O -4.067 -9.743 -31.326 2.898 2.969 0.805
C -4.248 -10.114 -32.572 -0.715 -0.755 -1.486
O -3.730 -9.631 -33.560 -1.238 -1.235 2.040
O -5.172 -11.156 -32.498 0.891 0.948 -1.929
H -6.245 -11.703 -30.886 0.208 -1.215 -0.176
H -4.532 -12.497 -31.155 -0.685 -0.526 0.282
H -3.992 -10.907 -29.551 0.401 0.591 -0.232
H -5.543 -10.078 -29.935 0.631 0.954 0.463
C -3.525 -19.693 -28.226 1.907 -2.051 2.082
C -2.951 -18.377 -28.589 0.013 0.585 -0.086
O -4.152 -17.571 -28.664 0.031 0.235 -0.323
C -5.233 -18.381 -28.678 -1.867 0.030 0.313
O -6.388 -18.051 -28.835 1.799 0.029 -0.087
O -4.873 -19.650 -28.404 -2.490 0.731 -1.882
H -3.502 -19.850 -27.147 1.132 -0.235 0.180
H -3.051 -20.529 -28.740 -0.157 0.037 -0.019
H -2.411 -18.398 -29.535 -0.202 0.254 -0.049
H -2.295 -18.035 -27.788 -0.113 0.382 -0.233
C -0.542 -11.141 -32.499 0.217 1.125 2.032
C -0.867 -11.830 -31.189 -0.551 -0.921 0.570
O -1.827 -12.895 -31.562 0.515 -0.183 -2.667
C -1.572 -13.162 -32.898 0.328 -1.919 -0.976
O -1.972 -14.164 -33.573 1.562 4.134 2.781
O -0.666 -12.218 -33.373 -1.718 -2.031 -1.275
H 0.483 -10.774 -32.445 0.121 -0.365 -0.345
H -1.135 -10.247 -32.693 -0.601 -0.438 -0.590
H -1.374 -11.330 -30.363 0.406 0.437 -0.307
H 0.038 -12.344 -30.868 -0.142 -0.026 0.389
```
Positions in Å, forces in eV/Å.

---

2.
The following is a quantum chemistry calculation of a structure of composition C20H24BrN5O2S5Ti, from OMol25.

Properties
- lowest unoccupied orbital energy (alpha / beta) (eV) = -3.4 / -3.1
- energy above the lowest of the compared OMol25 structures with the same formula, charge and spin (kcal per mole) = 0.5
- Kohn-Sham gap (alpha / beta) (eV) = 6.9 / 7.2
- total charge = +1
- F_max (eV/Å) = 0.77
- molar mass (g mol⁻¹) = 654.55
- 2S+1 = 2

```
58
Properties=species:S:1:pos:R:3:forces:R:3
Ti -0.704 0.127 -0.066 0.153 -0.413 -0.637
C 1.332 -2.064 1.060 -0.135 0.114 -0.061
N 2.670 -2.563 1.258 0.034 0.026 -0.048
C 3.470 -1.546 1.942 0.006 -0.003 0.019
N 3.538 -0.306 1.165 0.014 -0.036 -0.049
C 2.204 0.200 0.969 -0.230 -0.023 -0.055
N 1.309 -0.789 0.251 0.256 -0.108 0.018
C 2.000 -1.107 -1.060 -0.229 0.066 0.080
N 3.336 -1.608 -0.864 0.012 0.002 0.036
C 3.274 -2.827 -0.053 0.016 -0.025 0.015
C 4.126 -0.607 -0.145 0.021 0.011 0.010
H 0.861 -1.857 2.022 0.011 -0.024 0.015
H 0.735 -2.806 0.528 0.013 -0.028 0.027
H 4.479 -1.927 2.094 -0.001 -0.003 -0.004
H 3.028 -1.334 2.918 -0.005 0.001 -0.003
H 2.225 1.110 0.370 0.036 0.027 0.020
H 1.745 0.417 1.935 0.026 0.020 0.006
H 2.020 -0.186 -1.646 0.045 -0.009 -0.024
H 1.390 -1.849 -1.576 0.032 -0.007 -0.021
H 4.283 -3.211 0.093 0.003 0.004 -0.006
H 2.685 -3.581 -0.577 -0.009 0.004 0.002
H 4.174 0.309 -0.735 -0.006 -0.001 -0.005
H 5.138 -0.985 -0.003 -0.003 -0.002 0.002
C -3.632 2.055 0.914 -0.005 0.030 0.084
S -3.102 1.037 -0.481 -0.063 0.069 -0.067
C -4.057 -0.423 -0.304 0.155 -0.018 0.019
C -3.500 -1.643 -0.205 0.276 -0.073 0.020
S -1.783 -2.052 -0.114 -0.340 0.160 -0.007
S -4.623 -2.971 -0.193 0.037 -0.169 0.050
C -6.097 -2.045 -0.294 -0.022 -0.028 -0.137
S -7.576 -2.707 -0.320 -0.008 0.006 0.058
S -5.794 -0.337 -0.434 -0.089 0.109 0.020
H -3.222 3.047 0.732 0.024 -0.008 -0.003
H -3.268 1.660 1.858 -0.009 -0.027 -0.013
H -4.718 2.104 0.924 0.003 0.034 -0.043
C -2.597 -0.467 4.931 0.009 0.011 0.040
C -1.174 -0.027 4.575 0.039 0.015 -0.360
C -1.026 0.162 3.129 -0.027 0.205 0.315
N -0.928 0.336 2.001 0.104 -0.104 0.547
H -2.642 -0.691 5.994 -0.021 0.012 0.000
H -2.881 -1.359 4.376 0.009 -0.013 0.017
H -3.312 0.324 4.714 -0.009 -0.010 0.002
H -0.427 -0.763 4.878 -0.030 -0.037 0.012
H -0.901 0.923 5.040 -0.042 -0.009 0.049
Br -0.818 -0.208 -2.937 -0.077 -0.164 0.100
C 0.149 1.278 -3.627 0.112 0.117 -0.035
C 0.720 1.132 -4.877 0.048 0.101 -0.034
C 1.394 2.210 -5.436 -0.014 -0.054 -0.010
C 1.475 3.416 -4.757 -0.010 0.009 0.039
C 0.883 3.550 -3.511 -0.001 0.025 -0.073
C 0.223 2.477 -2.924 0.010 0.061 -0.081
C -0.375 2.667 -1.572 0.161 -0.589 0.278
O -1.115 3.554 -1.268 0.053 0.110 0.066
O 0.014 1.703 -0.689 -0.311 0.660 -0.207
H 0.634 0.197 -5.413 -0.008 -0.008 0.009
H 1.847 2.103 -6.412 -0.003 -0.003 0.005
H 1.992 4.256 -5.200 -0.001 -0.006 -0.004
H 0.923 4.491 -2.978 -0.010 -0.006 0.006
```
Positions in Å, forces in eV/Å.

---

3.
The following is a quantum chemistry calculation of a cluster of 2 separate species, C9H24NPSi in total at a distorted geometry, from OMol25.

Properties
- lowest unoccupied orbital energy (alpha / beta) (eV) = -1.6 / -1.6
- energy above the lowest of the compared OMol25 structures with the same formula, charge and spin (kcal per mole) = 23.7
- Kohn-Sham gap (alpha / beta) (eV) = 6.4 / 6.4
- F_max (eV/Å) = 4.82
- molar mass (g mol⁻¹) = 205.36
- 2S+1 = 1

```
36
Properties=species:S:1:pos:R:3:forces:R:3
C -1.670 1.729 2.909 -0.628 -1.600 -0.594
C -2.040 -0.597 1.743 -0.630 -0.630 -1.157
C 0.738 2.867 -0.291 -0.489 -0.040 0.212
C 2.625 2.586 1.528 -3.895 -1.356 2.485
C -0.584 -3.297 -0.849 -1.121 -1.605 -1.369
C -0.662 -2.102 -3.673 -0.091 1.599 3.147
C 2.080 -2.224 -1.885 -2.954 -0.029 1.944
C -1.347 0.890 1.651 0.066 -2.557 0.345
C 1.026 2.316 1.096 2.298 1.287 0.328
N -0.375 -0.438 -1.179 -0.022 4.006 1.643
Si 0.112 -1.856 -1.851 2.309 -3.413 -1.157
P 0.525 0.550 1.316 -1.845 -0.230 -1.248
H -0.898 1.690 3.639 0.661 0.111 0.732
H -2.010 2.722 2.748 0.227 1.031 -0.501
H -2.545 1.230 3.316 -0.054 -0.039 0.463
H -3.213 -0.647 1.917 2.347 0.708 -0.664
H -1.670 -1.227 2.571 0.261 0.694 -0.001
H -1.774 -1.246 0.802 -0.702 1.645 1.559
H 1.310 2.366 -1.040 0.651 -0.457 -0.505
H -0.301 2.689 -0.570 -0.106 0.325 0.037
H 0.998 3.918 -0.332 -0.204 0.238 -0.030
H 3.067 1.805 1.041 1.910 -1.903 -1.229
H 2.647 2.334 2.644 0.274 0.516 -1.446
H 3.136 3.499 1.340 -0.288 1.002 -0.388
H -1.573 -3.482 -1.393 1.040 -0.086 0.569
H -0.036 -4.311 -0.847 -0.652 1.714 -0.022
H -0.936 -3.062 0.136 0.280 0.128 0.767
H 0.096 -1.932 -4.380 0.633 0.646 -1.207
H -0.906 -3.134 -3.674 -0.733 -0.873 -0.199
H -1.523 -1.382 -3.631 0.663 -0.930 -0.723
H 2.524 -1.529 -2.503 1.352 1.449 -1.364
H 2.438 -2.130 -0.845 -0.037 0.006 -0.432
H 2.223 -3.222 -2.221 0.293 -0.887 -0.395
H -1.709 1.380 0.769 -0.252 0.130 -0.566
H 0.456 2.881 1.828 -0.416 -0.017 0.085
H -0.230 0.365 -1.830 -0.146 -0.586 0.880
```
Positions in Å, forces in eV/Å.